Below is C2H7N5O as an isolated structure, with properties calculated with ωB97M-V/def2-TZVPD.

**Energy relative to the best compared isomer or geometry (same formula, charge and spin)**: 727.54 kJ/mol
**DFT total energy**: -11677.6676 eV
**LUMO**: -0.2 eV
**Molecular weight**: 117.11 g mol⁻¹

XYZ file:
```
15
Properties=species:S:1:pos:R:3:forces:R:3
O -1.709 1.699 0.040 2.658 1.423 4.275
N 1.150 -0.834 0.780 1.385 3.866 1.934
N 2.202 0.712 -0.861 0.644 -0.241 0.463
N 0.255 -1.333 -0.252 2.046 -5.876 4.205
N -0.641 0.659 0.076 -1.778 4.062 0.779
N -2.023 -1.134 -0.243 -6.309 -0.197 0.551
C -0.906 -0.639 -0.226 -1.146 2.967 0.927
C 1.974 0.375 0.332 -1.260 -0.673 1.900
H 0.133 1.147 -0.290 0.818 -0.003 -0.755
H -0.007 -2.464 0.391 0.643 4.229 -3.419
H 1.918 0.027 -1.594 -0.046 0.430 0.996
H 2.209 1.087 1.347 -0.281 -2.005 -3.066
H -1.329 2.444 1.015 -1.925 -3.588 -4.492
H 0.653 -0.333 1.705 0.938 -2.196 -3.161
H -2.917 -0.413 -0.033 3.613 -2.199 -1.138
```
Positions in Å, forces in eV/Å.

Atomic partial charges in e from the natural (NBO) method, atoms 1 to 2:
1. O -0.549
2. N -0.510